(1)
The following is a DFT calculation (wB97M-V/def2-TZVPD) of a 11-piece molecular cluster, C29H86N14O11 overall in a non-equilibrium geometry.

CARTESIAN COORDINATES (ANGSTROEM)
C 0.440 -2.080 -4.486
C 0.424 -0.578 -4.302
C 1.761 0.137 -4.600
O 1.538 1.544 -4.417
C 2.746 2.254 -4.573
N -0.597 -0.008 -5.144
H 1.318 -2.493 -4.014
H 0.469 -2.320 -5.528
H -0.457 -2.457 -4.031
H 0.133 -0.336 -3.292
H 2.026 -0.102 -5.627
H 2.492 -0.110 -3.826
H 3.189 2.166 -5.596
H 3.586 2.109 -3.879
H 2.432 3.287 -4.452
H -0.438 0.973 -5.240
H -0.583 -0.442 -6.074
C 0.021 8.096 -0.578
C -0.853 7.781 0.597
C -0.641 6.319 0.943
O -1.245 5.476 -0.071
C -1.172 4.127 0.308
N -0.542 8.618 1.727
H -0.193 7.374 -1.385
H 1.095 8.012 -0.326
H -0.131 9.071 -1.065
H -1.903 7.861 0.387
H -1.053 6.121 1.926
H 0.404 6.081 1.036
H -1.929 3.903 1.089
H -0.189 3.859 0.680
H -1.462 3.552 -0.532
H -0.400 9.567 1.449
H -1.365 8.670 2.294
C 0.808 -3.444 -1.142
C 0.825 -3.057 0.329
C 1.171 -4.147 1.271
O 0.451 -5.351 0.977
C 0.937 -6.396 1.747
N 1.743 -1.954 0.709
H 0.017 -4.138 -1.399
H 1.745 -3.873 -1.480
H 0.699 -2.503 -1.733
H -0.168 -2.779 0.620
H 0.924 -3.896 2.336
H 2.265 -4.384 1.160
H 0.220 -7.203 1.672
H 0.986 -6.037 2.774
H 1.857 -6.818 1.345
H 1.854 -1.367 -0.120
H 2.640 -2.393 0.780
C -3.396 -6.895 -0.740
C -3.280 -5.694 -1.640
C -3.284 -4.342 -0.801
O -3.651 -3.267 -1.568
C -2.851 -2.110 -1.569
N -1.979 -5.570 -2.398
H -4.494 -7.145 -0.597
H -2.840 -6.781 0.171
H -3.025 -7.816 -1.161
H -4.130 -5.570 -2.336
H -2.282 -4.161 -0.410
H -4.017 -4.507 0.010
H -1.808 -2.385 -1.517
H -3.213 -1.457 -0.749
H -3.169 -1.557 -2.447
H -1.840 -6.403 -2.959
H -2.210 -4.787 -3.020
C 5.621 -2.417 0.566
C 5.229 -1.016 1.001
C 4.989 -1.065 2.547
O 4.712 0.294 3.095
C 4.549 0.324 4.512
N 6.407 -0.196 0.820
H 6.419 -2.802 1.184
H 5.956 -2.370 -0.512
H 4.766 -3.141 0.665
H 4.353 -0.734 0.447
H 5.956 -1.391 2.935
H 4.217 -1.774 2.784
H 4.313 1.340 4.811
H 5.608 0.123 4.913
H 3.871 -0.404 4.876
H 6.969 -0.554 0.089
H 6.272 0.779 0.603
C -2.975 -0.253 2.232
C -3.504 -0.733 3.593
C -2.592 -1.910 4.012
O -2.660 -2.902 3.051
C -1.972 -4.117 3.316
N -3.532 0.357 4.542
H -1.958 0.109 2.242
H -3.581 0.488 1.825
H -2.878 -1.096 1.513
H -4.505 -1.071 3.410
H -2.958 -2.290 4.967
H -1.575 -1.495 4.156
H -1.793 -4.591 2.358
H -2.578 -4.748 3.965
H -0.994 -3.906 3.765
H -3.927 0.172 5.436
H -2.647 0.770 4.619
C -2.619 3.800 -3.608
O -2.109 4.094 -4.879
H -3.066 2.833 -3.456
H -1.828 3.959 -2.882
H -3.251 4.638 -3.369
H -1.792 3.279 -5.278
C 2.797 4.045 0.001
O 2.524 5.177 0.284
N 2.943 3.676 -1.351
N 3.106 2.986 0.887
H 2.716 2.720 -1.636
H 2.538 4.362 -2.014
H 3.123 2.113 0.384
H 2.982 2.903 1.897
C -4.199 2.086 -1.184
O -3.059 2.000 -0.664
N -4.938 3.234 -0.975
N -4.782 1.118 -1.980
H -4.367 4.033 -0.741
H -5.849 3.376 -1.466
H -4.386 0.176 -1.863
H -5.738 1.156 -2.170
C 0.416 1.102 -0.800
O 1.632 0.921 -0.968
N -0.338 1.441 -1.822
N -0.240 0.797 0.327
H -1.252 1.894 -1.692
H 0.214 1.715 -2.633
H 0.358 0.841 1.155
H -1.171 1.167 0.453
C 0.957 -0.086 4.393
O 0.128 0.189 5.299
N 1.185 -1.382 4.038
N 1.613 0.941 3.707
H 0.528 -1.983 4.500
H 1.285 -1.534 3.034
H 1.513 1.889 4.055
H 2.421 0.697 3.166

Summary:
ΔE to the lowest compared entry with this formula, charge and spin: 42.45 kJ/mol
2S+1: 1
HOMO energy: -8.77 eV
SMILES string: COC[C@H](C)N.COC[C@H](C)N.COC[C@H](C)N.COC[C@H](C)N.COC[C@H](C)N.COC[C@H](C)N.NC(N)=O.NC(N)=O.NC(N)=O.NC(N)=O.CO

---

(2)
The following is a DFT calculation (wB97M-V/def2-TZVPD) of a 11-piece molecular cluster, C29H86N6O11 overall in a non-equilibrium geometry.

CARTESIAN COORDINATES (ANGSTROEM)
C -2.700 -2.104 -0.223
C -3.763 -2.975 0.435
C -3.945 -2.599 1.885
O -4.785 -3.535 2.534
C -4.476 -3.690 3.910
N -5.063 -2.823 -0.269
H -3.054 -1.591 -1.117
H -1.802 -2.662 -0.507
H -2.352 -1.326 0.464
H -3.533 -4.047 0.376
H -4.392 -1.597 1.948
H -2.962 -2.543 2.372
H -5.110 -4.495 4.280
H -4.703 -2.770 4.451
H -3.441 -4.028 4.016
H -5.035 -3.316 -1.150
H -5.809 -3.184 0.311
C 0.072 6.517 3.299
C -1.059 5.535 2.976
C -1.769 5.797 1.684
O -0.938 5.522 0.587
C -1.560 5.736 -0.649
N -0.563 4.151 3.010
H 0.798 6.525 2.483
H 0.572 6.262 4.233
H -0.276 7.551 3.404
H -1.800 5.645 3.776
H -2.110 6.845 1.656
H -2.682 5.187 1.636
H -2.137 6.666 -0.738
H -2.227 4.898 -0.886
H -0.791 5.802 -1.420
H 0.033 4.013 3.816
H -0.012 3.947 2.185
C -1.350 2.385 -2.369
C -1.309 1.565 -1.110
C -0.024 0.746 -1.048
O 0.032 0.127 0.211
C 1.230 -0.532 0.500
N -1.291 2.460 0.071
H -0.553 3.124 -2.445
H -2.296 2.927 -2.444
H -1.332 1.710 -3.232
H -2.159 0.902 -0.946
H 0.865 1.387 -1.204
H 0.147 -0.011 -1.840
H 2.085 0.156 0.535
H 1.467 -1.368 -0.170
H 1.094 -0.942 1.503
H -0.587 3.187 0.011
H -1.081 1.906 0.890
C 3.479 -1.414 -3.194
C 4.947 -1.451 -2.865
C 5.175 -0.801 -1.500
O 4.674 0.499 -1.553
C 5.204 1.434 -0.624
N 5.440 -2.839 -2.806
H 3.256 -1.794 -4.195
H 3.083 -0.402 -3.147
H 2.901 -2.019 -2.491
H 5.506 -0.864 -3.604
H 6.248 -0.849 -1.251
H 4.681 -1.422 -0.735
H 4.415 2.169 -0.466
H 6.067 1.930 -1.072
H 5.407 0.964 0.339
H 5.081 -3.371 -3.590
H 6.448 -2.823 -2.913
C 3.061 0.927 3.789
C 4.253 1.853 3.885
C 3.913 3.246 3.441
O 3.466 3.232 2.114
C 3.165 4.485 1.568
N 4.693 1.932 5.275
H 2.284 1.248 4.487
H 3.340 -0.076 4.134
H 2.666 0.792 2.783
H 5.037 1.461 3.220
H 4.799 3.895 3.546
H 3.140 3.658 4.113
H 2.379 5.036 2.096
H 2.823 4.250 0.560
H 4.003 5.192 1.473
H 5.063 2.848 5.496
H 5.391 1.259 5.552
C 1.081 -4.382 0.674
C 0.554 -5.673 1.263
C -0.957 -5.590 1.371
O -1.475 -6.864 1.680
C -2.844 -6.826 1.970
N 0.963 -6.812 0.387
H 1.149 -4.345 -0.413
H 2.041 -4.019 1.048
H 0.399 -3.575 0.988
H 0.969 -5.881 2.248
H -1.412 -5.161 0.464
H -1.217 -4.879 2.179
H -3.443 -6.609 1.075
H -3.075 -6.094 2.751
H -3.172 -7.804 2.325
H 0.495 -6.658 -0.505
H 0.490 -7.636 0.752
C 1.259 0.949 -5.281
O 0.808 -0.386 -5.064
H 2.302 0.979 -4.965
H 1.268 1.197 -6.344
H 0.689 1.651 -4.673
H 0.065 -0.591 -5.634
C -4.926 3.006 -4.736
O -4.515 2.410 -5.954
H -4.208 2.821 -3.932
H -4.974 4.090 -4.864
H -5.921 2.681 -4.416
H -3.984 1.635 -5.731
C -3.312 -0.650 -4.231
O -2.779 0.266 -5.194
H -4.253 -0.245 -3.868
H -3.567 -1.597 -4.716
H -2.586 -0.817 -3.435
H -2.044 -0.184 -5.613
C 0.199 -2.875 -2.926
O -0.653 -3.995 -2.900
H 0.837 -2.717 -2.045
H 0.883 -2.866 -3.779
H -0.395 -1.962 -2.967
H -0.121 -4.792 -2.824
C -1.037 0.500 3.563
O -2.310 0.001 4.007
H -0.581 -0.129 2.795
H -1.212 1.478 3.121
H -0.387 0.597 4.435
H -2.147 -0.874 4.368

Summary:
ΔE to the lowest compared entry with this formula, charge and spin: 79.57 kJ/mol
2S+1: 1
HOMO energy: -8.86 eV
SMILES string: COC[C@H](C)N.COC[C@H](C)N.COC[C@H](C)N.COC[C@H](C)N.COC[C@H](C)N.COC[C@H](C)N.CO.CO.CO.CO.CO

---

(3)
The following is a DFT calculation (wB97M-V/def2-TZVPD) of a 20-piece molecular cluster, C29H96F6O29P overall in a non-equilibrium geometry.

CARTESIAN COORDINATES (ANGSTROEM)
P 1.628 -20.343 12.707
F 2.036 -19.658 14.102
F 1.788 -21.813 13.398
F 0.063 -20.342 13.147
F 1.143 -21.120 11.364
F 1.488 -18.934 11.995
F 3.126 -20.408 12.249
C -4.576 -24.820 10.745
O -4.630 -23.495 11.314
H -4.255 -24.702 9.751
H -3.812 -25.494 11.259
H -5.575 -25.196 10.814
H -3.794 -23.050 11.176
C -5.313 -18.641 16.085
O -4.454 -18.511 17.176
H -4.785 -19.057 15.155
H -6.170 -19.312 16.297
H -5.689 -17.661 15.667
H -3.613 -19.079 17.062
C 1.577 -16.457 7.567
O 1.176 -17.828 7.248
H 0.821 -15.884 8.152
H 2.528 -16.479 8.133
H 1.667 -15.889 6.654
H 1.096 -18.324 8.076
C 5.691 -15.383 17.853
O 5.330 -15.147 16.480
H 5.202 -16.203 18.355
H 6.764 -15.586 17.919
H 5.638 -14.507 18.510
H 4.425 -14.877 16.500
C -1.132 -16.716 11.361
O -0.723 -17.517 10.262
H -0.340 -16.600 12.147
H -1.342 -15.721 10.940
H -2.075 -16.996 11.847
H -0.180 -18.334 10.398
C 3.280 -19.396 16.991
O 1.903 -19.712 16.952
H 3.837 -20.142 17.596
H 3.590 -19.277 15.922
H 3.511 -18.438 17.508
H 1.596 -19.429 16.102
C -4.074 -18.691 9.936
O -3.043 -19.405 9.267
H -4.244 -17.688 9.525
H -4.964 -19.227 9.778
H -3.860 -18.673 11.019
H -2.258 -19.228 9.742
C 7.301 -19.384 12.326
O 7.602 -20.773 12.105
H 7.698 -18.710 11.518
H 6.239 -19.146 12.439
H 7.737 -19.067 13.272
H 7.014 -21.028 11.336
C 3.641 -16.183 11.104
O 3.781 -17.343 11.938
H 4.100 -16.364 10.140
H 2.601 -15.793 11.085
H 4.276 -15.493 11.582
H 3.320 -18.102 11.635
C -2.509 -21.330 15.280
C -2.109 -22.749 15.776
O -0.809 -22.633 16.332
O -2.242 -20.368 16.315
H -3.619 -21.244 15.160
H -2.021 -21.107 14.269
H -2.101 -23.491 14.969
H -2.784 -23.182 16.534
H -0.353 -23.487 16.466
H -1.381 -20.608 16.665
C 3.674 -19.866 9.400
C 5.140 -19.429 9.440
O 6.032 -20.527 9.298
O 3.322 -20.554 8.179
H 3.093 -18.950 9.522
H 3.387 -20.522 10.219
H 5.210 -18.783 10.327
H 5.349 -18.761 8.558
H 5.743 -21.226 9.989
H 3.570 -20.020 7.439
C 2.368 -23.067 15.981
C 2.257 -24.597 15.951
O 1.098 -25.007 16.682
O 2.613 -22.733 17.375
H 1.403 -22.560 15.667
H 3.178 -22.704 15.288
H 3.129 -25.109 16.274
H 2.014 -24.932 14.930
H 1.216 -24.571 17.512
H 2.542 -21.786 17.503
C 7.558 -20.543 15.592
C 7.091 -21.413 16.814
O 8.119 -21.898 17.549
O 8.415 -21.350 14.805
H 8.028 -19.616 15.882
H 6.711 -20.211 15.014
H 6.537 -22.290 16.390
H 6.345 -20.905 17.427
H 8.886 -21.854 16.955
H 8.086 -21.376 13.901
C -1.448 -21.287 7.721
C -0.118 -20.651 8.022
O -0.106 -20.009 9.335
O -1.899 -22.325 8.526
H -1.278 -21.669 6.691
H -2.236 -20.594 7.620
H 0.055 -19.861 7.262
H 0.741 -21.369 8.014
H 0.568 -20.403 9.886
H -2.246 -21.922 9.328
C 3.441 -23.697 11.433
C 4.892 -23.553 11.871
O 5.662 -22.783 10.902
O 3.231 -24.643 10.425
H 3.145 -22.671 11.232
H 2.863 -23.951 12.320
H 5.318 -24.516 11.965
H 4.831 -23.004 12.845
H 5.731 -23.320 10.135
H 2.279 -24.878 10.478
C -1.032 -16.767 19.363
C -0.057 -17.863 19.323
O -0.507 -18.899 18.416
O -2.273 -17.176 19.929
H -1.298 -16.397 18.383
H -0.784 -15.906 20.034
H 0.099 -18.263 20.326
H 0.900 -17.458 19.062
H 0.333 -19.303 18.180
H -2.885 -17.518 19.259
C -1.101 -23.370 12.205
C -0.096 -24.094 11.249
O -0.680 -24.697 10.080
O -1.734 -22.311 11.500
H -0.507 -23.044 13.055
H -1.917 -24.015 12.681
H 0.453 -24.860 11.819
H 0.528 -23.257 10.941
H -1.216 -24.059 9.597
H -1.254 -21.505 11.822
C -2.562 -16.389 7.177
C -2.147 -16.849 5.744
O -0.758 -16.394 5.528
O -2.609 -14.937 7.222
H -1.904 -16.746 8.020
H -3.610 -16.707 7.377
H -2.644 -16.411 4.890
H -2.170 -17.940 5.756
H -0.139 -16.864 6.109
H -1.671 -14.616 7.156
C 1.721 -16.237 14.629
C 2.479 -15.006 14.340
O 2.407 -14.021 15.411
O 0.355 -15.812 14.670
H 2.047 -16.787 15.491
H 1.896 -16.877 13.752
H 2.195 -14.465 13.400
H 3.528 -15.261 14.297
H 1.494 -13.845 15.548
H -0.177 -16.602 14.762

Summary:
2S+1: 1
HOMO energy: -8.14 eV
Net charge: -1

---

In order of appearance, Kohn-Sham gap = 9.184; 9.177; 10.148 eV.